1.
Computed, not measured: C40H22BrCl2F4GaN3O6PS2Se as an isolated structure, with the ωB97M-V functional and the def2-TZVPD basis.

The geometry in XYZ format:
```
83
C40H22BrCl2F4GaN3O6PS2Se the ωB97M-V functional and the def2-TZVPD basis
Ga -0.051 2.351 -1.124
S 0.905 4.165 -2.260
C 1.800 3.048 -3.216
C 3.120 3.449 -3.539
C 3.886 2.690 -4.428
C 5.219 3.085 -4.708
N 6.298 3.494 -4.958
C 3.313 1.538 -5.033
C 2.066 1.090 -4.600
C 1.278 1.809 -3.740
S -0.213 1.192 -3.147
C 4.038 0.669 -5.874
N 4.628 -0.067 -6.547
H 3.539 4.345 -3.093
H 1.714 0.151 -5.039
F -4.061 -6.787 2.608
C -3.700 -5.774 1.820
C -4.599 -5.254 0.858
F -5.809 -5.799 0.817
C -4.208 -4.268 -0.008
F -5.148 -3.974 -0.998
C -2.919 -3.738 0.043
P -2.114 -2.321 -0.785
C -0.856 -3.269 -1.822
C 0.317 -2.548 -1.983
C 1.348 -3.113 -2.733
C 1.248 -4.369 -3.271
C 0.078 -5.071 -3.096
C -1.023 -4.514 -2.369
C -3.286 -1.802 -1.984
C -3.563 -2.506 -3.132
C -4.344 -1.953 -4.108
C -4.777 -0.650 -4.014
C -4.523 0.069 -2.813
C -3.765 -0.497 -1.830
C -2.074 -4.227 1.040
Br -0.326 -3.424 1.194
C -2.436 -5.222 1.930
F -1.636 -5.675 2.884
H 0.442 -1.569 -1.447
H 2.282 -2.526 -2.787
H 2.027 -4.656 -3.911
H 0.126 -6.130 -3.334
H -1.939 -5.074 -2.241
H -3.234 -3.511 -3.229
H -4.638 -2.532 -4.983
H -5.375 -0.270 -4.800
H -4.831 1.073 -2.675
H -3.498 0.011 -0.900
O -3.752 2.042 0.852
Se -2.070 2.222 0.902
O -1.404 2.249 2.416
O -1.229 0.956 0.068
O -1.353 3.474 -0.184
Cl 4.148 3.585 3.382
C 2.880 4.383 4.255
C 3.211 5.594 4.893
C 2.183 6.302 5.552
C 0.818 5.950 5.335
C 0.480 4.814 4.632
Cl -1.143 4.367 4.408
C 1.544 3.958 4.028
N 1.123 2.783 3.377
C 1.231 1.473 3.829
C 0.617 1.013 4.956
C 0.609 -0.363 5.267
C 1.293 -1.235 4.492
C 1.945 -0.776 3.369
C 1.966 0.578 3.012
C 2.787 0.918 1.783
C 2.017 0.903 0.443
O 2.114 -0.022 -0.332
O 1.342 2.002 0.251
H 4.246 5.838 4.887
H 2.415 7.072 6.277
H -0.008 6.582 5.611
H 0.457 2.872 2.636
H 0.064 1.688 5.592
H 0.080 -0.675 6.156
H 1.378 -2.285 4.792
H 2.492 -1.521 2.801
H 3.569 0.186 1.750
H 3.225 1.931 1.881
```

Computed properties:
**HOMO-LUMO gap**: 6.823 eV
**HOMO**: -3.2211 eV
**E**: -313233.1467 eV
**Total charge**: -2
**Energy relative to the best compared isomer or geometry (same formula, charge and spin)**: 0.0 kcal/mol

---

2.
Computed, not measured: one molecule with the formula C3H7NO2, with the ωB97M-V functional and the def2-TZVPD basis.

The geometry in XYZ format:
```
13
C3H7NO2 the ωB97M-V functional and the def2-TZVPD basis
N 0.493 -1.032 -1.377
C -0.564 -1.139 -0.497
O -1.533 -1.840 -0.706
C -0.385 -0.363 0.800
C -0.202 1.134 0.624
O 1.057 1.362 0.002
H 1.169 -0.313 -1.166
H 0.868 -1.902 -1.715
H 0.515 -0.761 1.288
H -1.244 -0.573 1.441
H -1.023 1.537 0.015
H -0.232 1.619 1.609
H 1.082 2.270 -0.319
```

Computed properties:
**HOMO-LUMO gap**: 10.361 eV
**HOMO**: -9.6942 eV
**E**: -8809.7519 eV
**Energy relative to the best compared isomer or geometry (same formula, charge and spin)**: 17.9 kcal/mol
**SMILES**: NC(=O)CCO

---

3.
Computed, not measured: one molecule with the formula C24H27FN4O4, with the ωB97M-V functional and the def2-TZVPD basis.

The geometry in XYZ format:
```
60
C24H27FN4O4 the ωB97M-V functional and the def2-TZVPD basis
C -7.902 -0.501 1.926
C -6.883 -0.301 1.111
C -6.648 0.971 0.354
N -5.296 1.446 0.537
C -4.394 1.545 -0.442
O -4.580 1.310 -1.624
C -3.027 1.994 0.082
O -2.826 2.191 1.269
N -2.138 2.131 -0.905
C -0.737 2.379 -0.698
C 0.115 1.164 -1.134
C -0.428 -0.135 -0.561
C -0.846 -0.248 0.758
C -1.344 -1.441 1.278
C -1.403 -2.520 0.432
C -0.987 -2.420 -0.896
C -0.506 -1.244 -1.413
O -1.155 -3.628 -1.518
C -1.697 -4.492 -0.543
O -1.847 -3.793 0.674
N 1.515 1.461 -0.881
C 2.003 1.417 0.482
C 2.519 0.033 0.926
N 3.523 -0.453 0.000
C 4.863 -0.175 0.206
C 5.741 0.142 -0.839
C 7.089 0.341 -0.612
C 7.583 0.234 0.673
F 8.903 0.440 0.900
C 6.751 -0.085 1.730
C 5.409 -0.292 1.493
C 2.965 -0.508 -1.335
C 2.486 0.881 -1.788
H -8.043 -1.434 2.444
H -8.646 0.259 2.099
H -6.143 -1.072 0.946
H -6.765 0.796 -0.721
H -7.358 1.742 0.671
H -4.963 1.655 1.471
H -2.473 1.888 -1.830
H -0.611 2.599 0.362
H -0.416 3.251 -1.275
H 0.020 1.096 -2.225
H -0.810 0.606 1.414
H -1.673 -1.512 2.300
H -0.208 -1.183 -2.448
H -1.023 -5.350 -0.395
H -2.680 -4.858 -0.881
H 1.222 1.752 1.163
H 2.839 2.125 0.544
H 2.928 0.119 1.930
H 1.696 -0.688 0.945
H 5.381 0.247 -1.850
H 7.754 0.589 -1.424
H 7.159 -0.178 2.724
H 4.780 -0.573 2.323
H 3.694 -0.921 -2.031
H 2.109 -1.190 -1.296
H 2.064 0.830 -2.792
H 3.346 1.562 -1.810
```

Computed properties:
**HOMO-LUMO gap**: 7.927 eV
**HOMO**: -7.3098 eV
**E**: -42193.6676 eV
**Energy relative to the best compared isomer or geometry (same formula, charge and spin)**: 23.8 kcal/mol
**SMILES**: C=CCNC(=O)C(=O)NC[C@H](c1ccc2c(c1)OCO2)N1CCN(c2ccc(F)cc2)CC1

---

4.
Computed, not measured: an isolated ion of composition C2H7N2S and charge +1, with the ωB97M-V functional and the def2-TZVPD basis.

The geometry in XYZ format:
```
12
C2H7N2S the ωB97M-V functional and the def2-TZVPD basis
C -2.383 -0.007 -0.123
S -0.742 0.844 -0.203
N 0.302 -0.381 0.337
C 1.610 -0.315 0.129
N 2.278 0.761 -0.131
H -3.083 0.631 -0.783
H -2.693 -0.086 0.854
H -2.326 -1.113 -0.561
H -0.007 -1.405 0.371
H 2.148 -1.192 0.685
H 3.312 0.812 -0.270
H 1.583 1.451 -0.303
```

Computed properties:
**HOMO-LUMO gap**: 9.642 eV
**HOMO**: -13.4590 eV
**E**: -15995.0527 eV
**Total charge**: +1
**Energy relative to the best compared isomer or geometry (same formula, charge and spin)**: 39.3 kcal/mol
**SMILES**: CSNC=[NH2+]